ORCA calculation (ωB97M-V/def2-TZVPD) on a cluster of 2 separate species, C4H8FN2 in total.

Computed properties:
charge = +1
LUMO level = -5.63 eV
energy above the lowest of the compared OMol25 structures with the same formula, charge and spin = 536.30 kJ/mol
largest force on an atom = 9.407 eV/A
Kohn-Sham gap = 7.35 eV
electronic energy = -366.143303 a.u.
HOMO energy = -13.0 eV

The geometry in XYZ format:
```
15
Properties=species:S:1:pos:R:3:nbo_charge:R:1
C 0.910 -0.816 0.552 0.64
C -0.906 -0.206 -1.161 -0.33
C 0.311 -0.523 -1.835 -0.37
C 0.458 -0.020 -0.460 0.13
N -0.929 1.300 1.680 -1.20
N 1.444 -1.571 1.341 -0.42
F 1.016 1.271 -0.505 -0.28
H -1.409 0.721 -1.451 0.29
H -1.580 -0.861 -0.618 0.26
H 0.659 -1.533 -2.055 0.26
H 0.682 0.307 -2.600 0.30
H -0.500 2.140 1.306 0.40
H -1.445 1.865 2.498 0.43
H 2.016 -2.247 1.848 0.52
H -0.727 0.175 1.460 0.39
```